i.
The following is a DFT calculation (the ωB97M-V functional and the def2-TZVPD basis) of C44H45Cl3CuN5O2PS2 as an isolated structure.

ORCA input file:
```
! RIJCOSX wB97M-V def2-TZVPD def2/J DEFGRID3
* xyz 2 2
Cu 0.12934 -0.10545 0.18453
Cl -0.21591 -6.89074 3.26883
Cl 1.67632 -1.75679 7.98565
Cl -4.93554 -4.49364 2.61158
S 1.25096 1.17550 -1.51556
S 4.52620 -2.59921 7.70468
P -0.11551 1.82180 1.36505
O -3.92301 -0.64971 0.93028
O 1.06554 -5.20464 5.46344
N 1.88184 -3.02133 2.58919
N 2.74915 0.72483 -3.62892
N 3.00241 -0.81405 -1.94916
N -1.83479 -0.45410 0.20834
N 1.32989 -1.43207 1.16694
C 2.63730 -1.23122 1.57407
C 1.62786 1.27190 3.43333
C 0.90068 -2.50021 1.82763
C -3.67152 0.77306 3.15713
C 3.50627 3.16564 2.63803
C -0.59638 3.38620 0.59914
C -0.65210 -4.29417 4.05166
C -0.48141 4.57989 1.31419
C 3.79649 -1.41521 -4.16900
C -1.50733 -3.20199 4.16530
C 3.83068 -4.86166 6.75734
C 0.77678 -4.16854 4.55140
C 1.80146 -4.24268 3.40670
C -2.48341 -1.33592 -0.80868
C -2.51927 2.27891 4.61558
C -0.44949 -2.43207 -1.85638
C -0.92781 5.76148 0.74698
C -2.71401 -0.12947 1.09395
C 2.84490 -2.93232 7.53440
C 3.68791 0.05196 -4.54238
C -2.63320 -3.62170 -1.84249
C 2.60560 -4.18095 7.05116
C -1.45926 1.53524 2.56740
C 2.41769 0.28186 -2.42303
C -1.15534 3.38470 -0.67826
C -1.74066 -2.65073 -1.06310
C -1.44254 2.28368 3.74326
C -2.82112 -3.25319 3.72767
C -1.48310 5.75901 -0.52804
C -2.58009 0.74277 2.28268
C -1.59260 4.57522 -1.24184
C -3.64504 1.53072 4.31283
C 4.04890 -1.54289 -2.67765
C 4.93281 -4.12993 7.05048
C 2.80095 1.42692 4.14876
C -3.30085 -4.42171 3.16559
C 1.37914 2.08474 2.32556
C 2.98166 -2.20210 2.46307
C -2.48646 -5.53195 3.04604
C -3.89018 -1.52886 -0.21827
C 2.33268 3.01513 1.91304
C -1.17334 -5.46715 3.48644
C 1.25967 -4.80399 6.82138
C 3.73578 2.37832 3.75829
H 2.86839 -1.93012 -4.42647
H -0.03900 4.59368 2.30182
H 4.23666 3.90368 2.33128
H 3.91212 -2.40225 2.97588
H 0.88279 -3.18953 5.03428
H 1.55524 -5.07519 2.75483
H 3.86103 -5.87526 6.36903
H 2.98824 0.80786 5.01566
H 2.71834 -1.12893 -1.03754
H 0.45250 -4.14763 7.14938
H -0.67908 -2.07253 -2.86248
H -1.24917 2.45633 -1.22646
H -2.05912 -4.50134 -2.13545
H 0.22721 -1.70453 -1.39581
H -1.49438 -3.08954 -0.08805
H 0.10235 -3.36927 -1.94460
H -4.07330 -2.53944 0.13672
H -0.07521 -2.95149 1.71949
H -1.13726 -2.28694 4.62257
H 3.30788 0.15887 -5.55466
H -3.48740 -3.97031 -1.26093
H -1.83791 6.68575 -0.96234
H 4.02290 -2.58387 -2.36717
H 4.66148 0.54118 -4.49738
H -4.50461 1.53934 4.97129
H 5.97162 -4.41697 6.95910
H -0.57619 2.88299 3.98256
H 5.02831 -1.13514 -2.42108
H 2.77795 -4.43222 3.84299
H -3.47670 -2.40392 3.83461
H -2.86628 -6.44853 2.61129
H 0.89450 0.53256 3.73962
H -2.53010 -0.78271 -1.75089
H 2.15197 3.62466 1.03330
H -2.01750 4.57900 -2.23840
H -4.68736 -1.23845 -0.89369
H 4.60782 -1.88051 -4.72377
H -2.48458 2.87852 5.51722
H -4.55390 0.19721 2.91468
H 1.19671 -5.72836 7.39074
H -0.84313 6.68901 1.30005
H 3.23066 -0.40402 1.20811
H 4.64685 2.50334 4.33293
H 2.29839 1.57169 -3.92987
H -3.01006 -3.14750 -2.75454
*
```

Kohn-Sham gap (spin up / spin down) in eV: 7.67 / 5.59
E_LUMO (spin up / spin down) in eV: -4.9376 / -7.0194

---

ii.
The following is a DFT calculation (the ωB97M-V functional and the def2-TZVPD basis) of C44H45Cl3CuN5O2PS2 as an isolated structure.

ORCA input file:
```
! RIJCOSX wB97M-V def2-TZVPD def2/J DEFGRID3
* xyz 2 2
Cu 0.24595 0.91970 -1.26487
Cl 4.73663 -4.02883 -0.08285
Cl 3.89954 -1.63725 4.62345
Cl -2.98396 -3.68985 4.31558
S -0.66339 2.73022 -2.59327
S -3.68619 -1.56783 6.30794
P -1.51177 -0.34168 -1.95834
O 1.00568 -2.27332 5.17318
O 2.58492 -2.32356 -2.37713
N -0.35675 5.30606 -2.92626
N -0.08982 4.59288 -0.75849
N 0.41204 0.51395 2.84670
N 0.16801 1.15082 0.75591
N 1.56765 -0.39924 -1.96467
C 3.63881 -3.36137 1.06636
C -2.04616 -3.00403 -1.48886
C -0.68064 1.34275 2.80974
C 5.12405 0.97714 -1.44517
C -1.26179 -2.41150 6.05042
C 3.61261 0.88966 -1.21879
C 1.46791 -1.68037 -2.06635
C -3.36188 -0.98083 -3.93843
C 0.83573 -1.70372 3.89176
C -1.02368 -2.08045 -1.70319
C 0.95453 -0.16859 4.01402
C 2.95991 -0.00027 -2.28517
C 3.23068 -2.29497 3.17425
C -1.79236 -4.36552 -1.46902
C -0.50160 -4.82689 -1.67236
C -0.02236 -3.14832 5.62973
C -1.83653 0.13719 -5.98450
C 3.03654 2.30719 -1.24464
C -3.03623 -0.49514 -6.27050
C 1.40690 -2.81414 1.71689
C -0.82771 1.73144 1.51022
C 0.29007 -2.54303 -1.87088
C -4.99367 0.96996 -0.31209
C -1.24724 -1.38597 7.04215
C 0.87874 0.41517 1.59351
C -2.46847 -0.84517 7.27505
C 3.65317 -1.36458 -2.46704
C 0.77830 6.78338 -1.35538
C 0.11749 5.95427 -0.26480
C -3.96674 0.73665 -1.21378
C -0.33780 4.32486 -2.03529
C 1.85302 -2.27082 2.91800
C -2.88852 -0.06444 -0.83949
C -0.04786 6.70565 -2.62879
C -2.14706 -0.35634 -3.65282
C -3.83621 -0.33456 1.34827
C -2.81161 -0.57768 0.45599
C -1.38226 0.19927 -4.67598
C -4.93211 0.42732 0.96365
C 4.11812 -2.83953 2.25652
C -2.51470 -2.58641 5.54289
C 0.52450 -3.92283 -1.86856
C 2.28187 -3.35182 0.78965
C -3.79761 -1.05093 -5.25028
H -0.97498 7.27471 -2.53141
H 1.91989 -3.77566 -0.13569
H 0.51010 7.11704 -3.46828
H 5.63041 0.03108 -1.25897
H -5.84420 1.56832 -0.60986
H -2.60606 -5.06189 -1.31637
H -0.84158 6.39541 0.01766
H 2.93995 0.55593 -3.22833
H -0.29368 -5.88795 -1.68485
H 0.34155 -2.82410 1.50539
H -3.05757 -2.65523 -1.33606
H 1.94635 2.31856 -1.14644
H 0.41034 -3.63947 6.50044
H 3.29406 2.80304 -2.18218
H 1.52965 -4.28050 -2.03741
H -0.24703 -3.91166 4.87953
H -4.00479 1.16234 -2.20884
H -2.73602 -0.08346 7.98991
H -4.73474 -1.54024 -5.47944
H 4.36944 -1.59087 -1.67782
H 5.33852 1.28534 -2.47086
H -0.34691 -1.09788 7.56729
H 1.99893 0.10841 4.13607
H 5.55482 1.71700 -0.77195
H -5.73811 0.59733 1.66578
H -0.07039 3.82146 -0.11343
H -0.16588 -1.92932 3.50265
H -0.57718 5.04833 -3.87433
H -3.37844 -0.56283 -7.29445
H 4.14187 -1.47669 -3.43120
H 1.78155 6.39742 -1.54560
H -3.96743 -1.40288 -3.14760
H -1.57701 2.37029 1.07129
H 3.41722 0.44068 -0.23751
H 5.17730 -2.85091 2.47275
H -1.25484 0.58163 -6.78089
H -3.78806 -0.74500 2.34497
H -1.24211 1.59735 3.69248
H 0.41054 0.14371 4.90282
H 1.74565 -0.16559 1.32467
H 0.86638 7.81821 -1.03179
H -0.44231 0.68086 -4.44274
H 3.44583 2.89349 -0.42217
H -1.95697 -1.17866 0.74781
H 0.74728 5.90905 0.62122
*
```

Kohn-Sham gap (spin up / spin down) in eV: 7.62 / 5.59
E_LUMO (spin up / spin down) in eV: -5.0233 / -7.0604

---

Stability, lowest: ii

---

i.
The following is a DFT calculation (the ωB97M-V functional and the def2-TZVPD basis) of one molecule with the formula C12H10.

ORCA input file:
```
! RIJCOSX wB97M-V def2-TZVPD def2/J DEFGRID3
* xyz 0 1
C -0.22573 0.19221 0.65042
C 0.26228 0.74957 2.98160
C 1.03661 -0.85325 -3.23646
C -0.01946 -0.03703 -3.14352
C -1.14008 0.79591 3.32377
C 0.77001 0.48941 1.69370
C -0.44707 0.32177 -1.79563
C -1.60007 0.32683 1.04839
C 0.22433 -0.13544 -0.71344
C -2.03507 0.57042 2.27112
C 1.33574 -1.03816 -0.87809
C 1.79317 -1.35353 -2.12197
H 1.46354 -1.25763 -4.37347
H -1.49127 1.13545 4.27162
H 1.10830 0.83201 3.65160
H 2.68711 -1.94793 -2.22167
H -1.23070 0.99436 -1.78327
H 1.80376 -1.43010 0.07290
H 1.64600 0.36936 1.43145
H -0.31981 0.44922 -4.01656
H -2.48396 0.03173 0.20500
H -2.91086 0.65134 2.28309
*
```

Kohn-Sham gap in eV: 9.14
E_LUMO in eV: 0.6948
SMILES string: c1ccc(-c2ccccc2)cc1

---

ii.
The following is a DFT calculation (the ωB97M-V functional and the def2-TZVPD basis) of one molecule with the formula C12H10.

ORCA input file:
```
! RIJCOSX wB97M-V def2-TZVPD def2/J DEFGRID3
* xyz 0 1
C 1.06569 2.14407 0.02325
C 1.20556 0.66201 0.02617
C -2.33953 0.31144 0.00816
C -0.02536 0.00590 -0.04297
C 2.29732 -0.12947 -0.01730
C -0.59622 2.23753 0.00330
C 1.02948 -2.19415 -0.07781
C -2.48675 -1.07182 0.03792
C 2.23823 -1.50274 0.06043
C -1.47107 -1.94184 0.05411
C -1.06383 0.83058 -0.09189
C -0.12275 -1.40299 -0.01269
H -3.56276 -1.53758 0.00744
H 3.29448 0.29864 -0.02694
H -1.52835 -3.05153 -0.02653
H 0.92523 -3.25173 -0.14845
H 3.17671 -2.07095 0.15192
H 1.56962 2.52742 0.91147
H 1.47506 2.54917 -0.92908
H -3.14390 1.00332 0.05688
H -0.95693 2.77837 0.84340
H -0.97991 2.80634 -0.81081
*
```

Kohn-Sham gap in eV: 8.58
E_LUMO in eV: 0.7764
SMILES string: c1cc2c3c(cccc3c1)CC2

---

Stability, lowest: i